Record 1
This record from the Open Molecules 2025 dataset describes a structure of composition C26H30Br2GeNO2Re. The level of theory is ωB97M-V with the def2-TZVPD basis set.

Calculated values
Highest occupied orbital energy, eV: -13.93
M, g/mol: 807.156
HOMO-LUMO gap, eV: 5.06
Energy above the lowest of the compared OMol25 structures with the same formula, charge and spin, kJ/mol: 246.1
Total energy, a.u.: -8516.55022

The geometry in ORCA input format:
```
! RIJCOSX wB97M-V def2-TZVPD def2/J DEFGRID3
* xyz 2 1
Re -0.45 -0.57 -0.23
Br -1.62 0.61 1.86
C -1.57 2.53 1.69
Br 0.19 3.15 1.13
H -1.79 2.95 2.67
H -2.30 2.82 0.95
N 0.98 -2.70 3.09
C 0.83 -1.94 2.02
O -0.11 -2.12 1.21
C 1.78 -0.79 1.79
C 1.70 -0.29 0.34
H 0.31 -3.44 3.27
H 1.72 -2.55 3.75
H 2.80 -1.09 2.03
H 1.49 0.00 2.50
H 2.40 -0.84 -0.29
H 1.94 0.77 0.28
C -2.24 0.76 -3.05
C -1.33 1.64 -2.18
C 0.02 1.88 -2.88
O -1.11 1.03 -0.95
H -2.54 1.32 -3.93
H -3.12 0.46 -2.50
H -1.69 -0.14 -3.36
H -1.84 2.60 -1.99
H 0.62 0.98 -2.74
H 0.53 2.73 -2.43
H -0.14 2.07 -3.93
C 0.07 -1.53 -1.73
Ge 0.61 -2.72 -3.18
C 1.86 -1.80 -4.45
C 1.56 -1.69 -5.80
C 2.46 -1.03 -6.63
C 3.64 -0.52 -6.12
C 3.92 -0.63 -4.76
C 3.03 -1.28 -3.93
C -1.07 -3.47 -3.89
C -1.00 -4.42 -4.92
C -2.16 -4.98 -5.42
C -3.39 -4.61 -4.89
C -3.46 -3.69 -3.86
C -2.31 -3.12 -3.36
C 1.68 -4.09 -2.18
C 2.94 -4.49 -2.60
C 3.58 -5.52 -1.92
C 2.96 -6.13 -0.85
C 1.71 -5.71 -0.43
C 1.06 -4.68 -1.09
H 0.65 -2.10 -6.20
H 2.23 -0.93 -7.68
H 4.35 -0.04 -6.78
H 4.83 -0.20 -4.36
H 3.25 -1.38 -2.87
H -0.03 -4.70 -5.32
H -2.10 -5.71 -6.21
H -4.30 -5.05 -5.29
H -4.43 -3.42 -3.46
H -2.34 -2.40 -2.55
H 3.42 -4.02 -3.45
H 4.56 -5.84 -2.25
H 3.45 -6.95 -0.34
H 1.22 -6.20 0.40
H 0.08 -4.35 -0.78
*
```

Record 2
This record from the Open Molecules 2025 dataset describes a structure of composition C26H30F5GaN4O7P. The level of theory is ωB97M-V with the def2-TZVPD basis set.

Calculated values
Highest occupied orbital energy, eV: -4.62
M, g/mol: 706.234
HOMO-LUMO gap, eV: 5.61
Energy above the lowest of the compared OMol25 structures with the same formula, charge and spin, kJ/mol: 198.3
Total energy, a.u.: -4519.64812

The geometry in ORCA input format:
```
! RIJCOSX wB97M-V def2-TZVPD def2/J DEFGRID3
* xyz -1 1
C 1.84 4.64 -3.59
C 2.39 3.15 -3.50
C 3.90 2.93 -4.01
N 1.72 2.11 -3.09
Ga 0.56 2.47 -1.58
C -1.09 1.25 -1.64
C -1.98 1.37 -2.96
C -2.34 2.86 -3.40
C -3.72 3.40 -2.83
F -3.81 3.35 -1.43
F -4.73 2.61 -3.46
C -4.00 4.90 -3.31
F -2.88 5.71 -3.33
F -4.55 4.91 -4.60
F -4.94 5.53 -2.47
P 1.59 2.16 0.52
O 1.62 0.66 0.92
H 2.12 5.09 -4.59
H 2.35 5.30 -2.80
H 0.71 4.70 -3.52
H 4.41 3.94 -4.05
H 4.42 2.17 -3.36
H 3.83 2.59 -5.11
H 0.01 4.00 -1.56
H -0.71 0.17 -1.59
H -1.72 1.41 -0.70
H -1.55 0.78 -3.84
H -2.98 0.86 -2.73
H -2.45 2.84 -4.54
H -1.55 3.63 -3.17
H 0.76 2.83 1.51
H 2.89 2.80 0.59
C -9.52 -1.14 -4.26
C -8.72 -0.05 -4.60
C -7.35 -0.11 -4.43
C -6.77 -1.27 -3.92
C -7.56 -2.36 -3.57
C -8.94 -2.29 -3.74
N -5.32 -1.35 -3.76
O -4.67 -0.37 -4.06
O -4.85 -2.39 -3.34
H -10.59 -1.09 -4.41
H -9.18 0.85 -5.01
H -6.74 0.74 -4.70
H -7.12 -3.27 -3.17
H -9.56 -3.14 -3.48
C 2.74 -2.00 1.93
C 2.41 -2.40 3.22
C 2.57 -3.73 3.60
C 3.07 -4.65 2.68
C 3.40 -4.25 1.39
C 3.23 -2.92 1.02
N 3.27 -6.04 3.08
O 2.96 -6.35 4.22
O 3.74 -6.81 2.26
H 2.62 -0.96 1.64
H 2.03 -1.68 3.93
H 2.31 -4.03 4.61
H 3.79 -4.96 0.66
H 3.49 -2.60 0.01
C 6.43 -2.92 8.72
C 5.10 -2.66 9.03
C 4.32 -1.91 8.16
C 4.88 -1.42 6.99
C 6.21 -1.67 6.67
C 6.99 -2.43 7.54
N 4.06 -0.64 6.06
O 2.90 -0.42 6.38
O 4.57 -0.26 5.03
H 7.04 -3.52 9.39
H 4.67 -3.05 9.94
H 3.28 -1.71 8.41
H 6.66 -1.29 5.76
H 8.03 -2.63 7.31
*
```

Record 3
This record from the Open Molecules 2025 dataset describes a cluster of 2 separate species, C26H30F5N2O3 in total. The level of theory is ωB97M-V with the def2-TZVPD basis set.

Calculated values
Highest occupied orbital energy, eV: -11.61
M, g/mol: 513.527
HOMO-LUMO gap, eV: 7.77
Total energy, a.u.: -1842.94873

The geometry in ORCA input format:
```
! RIJCOSX wB97M-V def2-TZVPD def2/J DEFGRID3
* xyz 1 1
C -1.38 5.56 1.84
C -1.52 4.78 0.78
C -2.35 3.52 0.77
C -1.48 2.20 0.80
C -0.76 2.06 -0.56
F -0.96 0.83 -1.07
F -1.26 2.92 -1.47
C 0.78 2.30 -0.57
F 1.21 2.14 -1.81
F 1.41 1.46 0.21
F 1.07 3.54 -0.19
C -0.60 2.46 1.97
N -1.11 2.02 3.05
C -2.39 1.33 2.83
C -2.40 1.04 1.32
C -1.90 -0.45 1.21
C -0.48 -0.81 1.61
C -0.01 -0.84 2.92
C 1.30 -1.23 3.21
C 2.17 -1.63 2.19
C 1.73 -1.62 0.87
C 2.64 -2.05 -0.25
C 0.41 -1.22 0.60
C -3.82 1.01 0.69
C -4.99 1.30 1.63
C -6.28 1.36 0.81
O -5.08 0.21 2.56
H -2.07 5.59 2.67
H -0.53 6.23 1.89
H -1.02 5.04 -0.14
H -3.04 3.49 -0.06
H -2.96 3.56 1.67
H 0.35 2.98 1.99
H -0.72 2.12 3.98
H -2.51 0.48 3.49
H -3.15 2.02 3.20
H -2.57 -1.01 1.86
H -2.06 -0.83 0.21
H -0.66 -0.58 3.75
H 1.62 -1.24 4.24
H 3.17 -1.95 2.44
H 3.56 -1.47 -0.18
H 2.18 -1.77 -1.20
H 2.84 -3.10 -0.22
H 0.06 -1.24 -0.42
H -4.00 0.02 0.29
H -3.89 1.68 -0.17
H -4.86 2.21 2.20
H -6.23 0.57 0.06
H -7.14 1.14 1.43
H -6.39 2.30 0.27
H -5.39 -0.55 2.06
C 5.23 -3.57 -6.18
C 5.50 -4.89 -5.85
C 5.42 -5.31 -4.53
C 5.05 -4.39 -3.56
C 4.78 -3.07 -3.87
C 4.87 -2.66 -5.19
N 4.95 -4.84 -2.17
O 5.21 -5.99 -1.92
O 4.59 -4.02 -1.34
H 5.29 -3.25 -7.21
H 5.78 -5.60 -6.62
H 5.63 -6.33 -4.27
H 4.51 -2.37 -3.10
H 4.66 -1.63 -5.45
*
```

Record 4
This record from the Open Molecules 2025 dataset describes a structure of composition C26H30GaN2P2. The level of theory is ωB97M-V with the def2-TZVPD basis set.

Calculated values
Highest occupied orbital energy, eV: -10.03
M, g/mol: 502.211
HOMO-LUMO gap, eV: 6.74
Energy above the lowest of the compared OMol25 structures with the same formula, charge and spin, kJ/mol: 0.0
Total energy, a.u.: -3725.49939

The geometry in ORCA input format:
```
! RIJCOSX wB97M-V def2-TZVPD def2/J DEFGRID3
* xyz 1 1
C -1.26 3.51 -2.97
C -1.04 2.17 -2.73
C 0.27 1.62 -3.01
C 1.33 2.49 -3.48
C 1.04 3.87 -3.72
C -0.23 4.36 -3.48
C 2.60 1.92 -3.66
C 2.82 0.56 -3.36
C 1.68 -0.21 -2.91
C 1.85 -1.60 -2.55
C 3.11 -2.17 -2.66
C 4.23 -1.41 -3.12
C 4.09 -0.08 -3.46
H -2.25 3.94 -2.76
H 1.83 4.53 -4.09
H -0.45 5.42 -3.67
H 3.43 2.54 -4.02
H 3.25 -3.22 -2.38
H 5.20 -1.90 -3.19
H 4.96 0.50 -3.80
N 0.45 0.32 -2.77
Ga 0.18 0.25 0.74
C -2.06 1.26 -2.10
H -1.97 0.25 -2.52
H -3.08 1.65 -2.26
C 0.65 -2.33 -2.02
H -0.25 -2.01 -2.56
H 0.78 -3.42 -2.10
P -1.82 1.09 -0.24
P 0.31 -1.93 -0.20
C 1.63 -2.98 0.58
H 1.48 -2.98 1.67
H 1.62 -4.01 0.20
H 2.61 -2.51 0.38
C -1.17 -3.03 0.03
H -0.96 -4.07 -0.28
H -1.47 -3.03 1.09
H -2.01 -2.64 -0.57
C -2.22 2.81 0.30
H -3.17 3.18 -0.14
H -2.30 2.82 1.40
H -1.39 3.48 0.01
C -3.40 0.21 0.19
H -3.46 0.10 1.29
H -4.28 0.76 -0.17
H -3.39 -0.80 -0.26
H 0.99 0.92 -0.41
H 0.12 1.72 1.48
N -0.67 -0.70 2.08
C -0.72 -0.93 3.21
C -0.74 -1.00 4.65
C -1.91 -0.76 5.38
C -1.86 -0.72 6.78
C -0.64 -0.91 7.44
C 0.53 -1.14 6.71
C 0.48 -1.18 5.32
H -2.85 -0.58 4.87
H -2.76 -0.52 7.35
H -0.60 -0.86 8.52
H 1.47 -1.27 7.23
H 1.40 -1.34 4.76
*
```

Record 5
This record from the Open Molecules 2025 dataset describes a structure of composition C26H30GeN3O6Ti. The level of theory is ωB97M-V with the def2-TZVPD basis set.

Calculated values
Highest occupied orbital energy (alpha / beta), eV: 0.51 / 0.54
⟨S²⟩: 0.76
M, g/mol: 601.018
HOMO-LUMO gap (alpha / beta), eV: 4.07 / 4.05
Total energy, a.u.: -4551.04796

The geometry in ORCA input format:
```
! RIJCOSX wB97M-V def2-TZVPD def2/J DEFGRID3
* xyz -2 2
Ti -0.79 -0.78 -0.39
O -0.52 -2.96 3.09
C -0.13 -2.14 2.26
O -0.84 -1.20 1.74
C 1.34 -2.21 1.82
C 1.94 -0.87 1.35
C 3.48 -1.04 1.23
C 3.65 -1.84 -0.08
C 2.19 -2.10 -0.43
O 1.55 -0.87 -0.05
C 1.58 -3.12 0.56
C 0.35 -3.72 -0.13
O 0.31 -4.93 -0.32
O -0.49 -2.86 -0.58
H 1.89 -2.62 2.67
H 1.98 1.24 1.43
H 3.88 -1.55 2.11
H 3.95 -0.06 1.16
H 4.21 -2.77 0.04
H 4.13 -1.24 -0.85
H 1.97 -2.30 -1.47
H 2.27 -3.93 0.78
C -2.36 -0.64 -4.44
C -2.21 -0.77 -2.96
N -1.04 -0.34 -2.33
N -0.33 0.72 -2.84
C 0.15 1.39 -1.83
O -0.16 1.12 -0.58
C 1.07 2.52 -2.08
C 1.55 2.81 -3.36
C 2.40 3.88 -3.57
C 2.80 4.68 -2.51
C 2.33 4.40 -1.23
C 1.48 3.33 -1.02
C -3.16 -1.22 -2.09
C -4.43 -1.79 -2.46
C -5.33 -2.15 -1.52
C -5.02 -2.00 -0.13
C -3.78 -1.51 0.19
N -2.86 -1.11 -0.70
H -1.80 0.24 -4.78
H -3.41 -0.50 -4.73
H -1.97 -1.50 -4.99
H 1.23 2.17 -4.18
H 2.76 4.08 -4.57
H 3.47 5.52 -2.68
H 2.64 5.02 -0.39
H 1.11 3.10 -0.03
H -4.65 -1.93 -3.51
H -6.29 -2.57 -1.82
H -5.69 -2.32 0.65
H -3.46 -1.44 1.22
C -0.54 0.04 4.51
Ge -0.05 1.07 2.91
C 0.70 2.78 3.64
C -1.65 1.68 1.97
C 1.62 0.42 2.07
H -0.61 0.70 5.37
H 0.18 -0.75 4.73
H -1.50 -0.45 4.34
H -0.09 3.36 4.12
H 1.14 3.39 2.85
H 1.47 2.58 4.38
H -2.31 2.08 2.76
H -2.19 0.89 1.45
H -1.42 2.46 1.26
H 2.29 0.44 2.94
*
```

Record 6
This record from the Open Molecules 2025 dataset describes a structure of composition C26H30IN2O2S3SbTi. The level of theory is ωB97M-V with the def2-TZVPD basis set.

Calculated values
Highest occupied orbital energy (alpha / beta), eV: -3.50 / -4.77
⟨S²⟩: 0.77
M, g/mol: 795.270
HOMO-LUMO gap (alpha / beta), eV: 5.87 / 6.70
Energy above the lowest of the compared OMol25 structures with the same formula, charge and spin, kJ/mol: 105.2
Total energy, a.u.: -3850.97704

The geometry in ORCA input format:
```
! RIJCOSX wB97M-V def2-TZVPD def2/J DEFGRID3
* xyz -1 2
Ti -0.96 1.98 -0.05
C 1.72 -1.82 -1.23
C 0.29 -2.27 -1.42
C -0.25 -3.22 -0.55
C 0.58 -3.74 0.60
C -1.58 -3.64 -0.70
C -2.14 -4.72 0.20
C -2.39 -3.04 -1.67
C -3.86 -3.38 -1.73
C -1.85 -2.08 -2.53
C -2.70 -1.44 -3.61
C -0.52 -1.68 -2.39
C -0.02 -0.53 -3.22
H 1.78 -0.99 -0.52
H 2.17 -1.48 -2.16
H 2.34 -2.63 -0.86
H 1.16 -2.93 1.04
H 1.29 -4.51 0.29
H -0.04 -4.15 1.39
H -2.97 -5.24 -0.27
H -2.50 -4.30 1.15
H -1.38 -5.46 0.43
H -4.26 -3.60 -0.74
H -4.06 -4.26 -2.36
H -4.45 -2.55 -2.12
H -3.10 -0.47 -3.27
H -3.53 -2.07 -3.90
H -2.10 -1.24 -4.50
H 0.22 -0.82 -4.25
H 0.87 -0.09 -2.78
H -0.76 0.27 -3.26
C 2.29 2.10 -3.30
C 2.75 1.97 -1.88
N 4.07 1.81 -1.70
C 4.51 1.75 -0.44
C 3.73 1.88 0.69
C 4.37 1.82 2.04
O 4.37 3.07 2.73
C 2.33 2.08 0.52
C 1.49 2.32 1.63
N 0.15 2.54 1.59
C -0.51 2.60 2.83
C -0.16 1.75 3.89
C -0.84 1.80 5.09
C -1.90 2.68 5.27
C -2.27 3.52 4.23
C -1.57 3.48 3.04
I -2.15 4.71 1.46
C 1.86 2.05 -0.82
O 0.53 2.15 -1.06
H 2.61 1.24 -3.88
H 2.75 2.98 -3.75
H 1.21 2.20 -3.36
H 5.58 1.59 -0.31
H 5.39 1.45 1.94
H 3.83 1.13 2.70
H 4.47 3.76 2.07
H 1.97 2.42 2.60
H 0.62 1.02 3.73
H -0.56 1.12 5.89
H -2.45 2.71 6.20
H -3.11 4.19 4.34
S -4.56 1.44 1.81
Sb -3.72 0.47 -0.06
S -1.34 -0.08 0.62
S -2.75 2.38 -1.38
*
```

Record 7
This record from the Open Molecules 2025 dataset describes a structure of composition C26H30IrN11O3S. The level of theory is ωB97M-V with the def2-TZVPD basis set.

Calculated values
Highest occupied orbital energy (alpha / beta), eV: -17.05 / -17.04
⟨S²⟩: 0.76
M, g/mol: 768.884
HOMO-LUMO gap (alpha / beta), eV: 7.82 / 5.71
Energy above the lowest of the compared OMol25 structures with the same formula, charge and spin, kJ/mol: 0.0
Total energy, a.u.: -2338.52202

The geometry in ORCA input format:
```
! RIJCOSX wB97M-V def2-TZVPD def2/J DEFGRID3
* xyz 3 2
Ir -0.47 -0.03 -0.03
C -0.93 -1.59 2.54
C -1.57 -0.27 2.85
N -1.25 0.74 1.78
C -2.44 1.59 1.54
C -3.23 0.98 0.43
C -4.59 1.17 0.28
C -5.24 0.57 -0.78
C -4.52 -0.24 -1.65
C -3.17 -0.40 -1.45
C -2.30 -1.26 -2.33
N -1.25 -1.93 -1.55
C -1.64 -3.13 -0.81
C -0.99 -3.15 0.55
N -1.13 -1.77 1.09
N -2.54 0.22 -0.43
H -1.42 -2.40 3.09
H 0.13 -1.61 2.78
H -1.28 0.13 3.82
H -2.66 -0.39 2.85
H -0.46 1.33 2.07
H -2.09 2.59 1.30
H -3.03 1.69 2.45
H -5.13 1.78 1.00
H -6.31 0.70 -0.92
H -5.01 -0.74 -2.48
H -1.81 -0.63 -3.08
H -2.91 -2.00 -2.87
H -0.43 -2.11 -2.12
H -1.38 -4.03 -1.38
H -2.73 -3.12 -0.69
H 0.05 -3.45 0.55
H -1.52 -3.83 1.22
H -2.13 -1.59 0.96
N 1.57 -2.62 -1.19
C 1.80 -1.48 -1.88
N 2.78 -1.50 -2.75
C 3.00 -0.39 -3.46
N 3.99 -0.37 -4.32
N 2.24 0.73 -3.33
C 1.28 0.66 -2.46
N 0.94 -0.42 -1.72
C 0.45 1.84 -2.27
C 0.55 2.91 -3.15
C -0.28 3.99 -2.99
C -1.21 3.94 -1.97
C -1.25 2.84 -1.14
N -0.42 1.79 -1.26
H 2.27 -3.33 -1.37
H 1.33 -2.53 -0.20
H 4.59 -1.17 -4.43
H 4.18 0.47 -4.86
H 1.30 2.85 -3.93
H -0.22 4.85 -3.65
H -1.91 4.75 -1.79
H -1.99 2.82 -0.38
O 1.75 -2.26 1.72
C 2.03 -1.07 1.72
N 1.45 -0.16 0.86
S 2.15 1.34 1.03
O 1.07 2.27 1.32
O 2.97 1.64 -0.11
C 3.09 0.94 2.44
C 3.92 1.75 3.19
C 4.64 1.13 4.21
C 4.55 -0.25 4.42
C 3.72 -1.04 3.64
C 2.99 -0.42 2.64
H 4.01 2.81 3.01
H 5.29 1.72 4.84
H 5.13 -0.70 5.21
H 3.65 -2.11 3.79
*
```

Question: What is the total energy in the second record?
Answer: -4519.64812 a.u.